Entry 1:
Entry from the OMol25 dataset: a gas-phase ion, C8H11N2O (charge +1) at a distorted geometry (wB97M-V/def2-TZVPD).

Last column: Mulliken charge in e.
Cartesian coordinates (Å):
C  2.038  0.150  1.144  -0.05
C  0.704  0.531  -0.978  -0.96
C  -0.734  -0.949  1.166  -0.73
C  -0.035  -1.815  0.130  -1.05
C  -1.318  0.194  0.295  -1.05
C  -0.330  2.423  0.018  0.04
C  0.874  -0.975  -0.816  -0.54
C  1.995  -0.040  -0.339  1.07
N  2.304  0.537  2.187  -0.41
N  -0.288  1.148  -0.154  0.20
O  3.112  0.075  -1.044  -0.51
H  0.996  0.942  -1.876  0.59
H  -1.668  -1.316  1.545  0.42
H  -0.197  -0.480  1.894  0.39
H  0.751  -2.434  0.454  0.40
H  -0.626  -2.309  -0.562  0.55
H  -1.795  -0.214  -0.567  0.39
H  -2.058  0.674  0.721  0.71
H  -1.270  2.992  0.487  0.25
H  0.419  3.149  -0.318  0.30
H  1.011  -1.373  -1.822  0.58
H  3.466  0.948  -0.753  0.42

E_tot	-495.81021	Ha
lowest unoccupied orbital energy	-5.1430	eV
relative energy (zero: lowest compared OMol25 entry of this formula, charge and spin)	4.689	eV
HOMO level	-0.52521	Eh
SMILES	C=[N+]1CCC[C@H]2[C@@H]1[C@@]2(O)C#N
total charge	+1
strongest force on any atom	5.188	eV Å⁻¹
Kohn-Sham gap	9.149	eV

---

Entry 2:
Entry from the OMol25 dataset: a single C5H10O4 molecule at a distorted geometry (wB97M-V/def2-TZVPD).

Last column: Mulliken charge in e.
Cartesian coordinates (Å):
C  0.129  -1.624  -1.603  -1.27
C  0.388  -0.175  -1.223  0.27
C  1.101  0.449  0.894  -0.31
C  -0.050  1.377  0.553  0.21
C  -0.816  0.534  -0.447  -0.55
H  0.988  -2.103  -2.046  0.36
H  -0.743  -1.830  -2.218  0.34
H  -0.022  -2.186  -0.656  0.27
H  0.651  0.420  -2.114  0.35
H  1.908  0.971  1.422  0.43
H  0.371  -0.202  2.552  0.34
H  0.342  2.298  0.119  0.42
H  -1.581  1.227  1.713  0.38
H  -1.487  1.149  -1.049  0.46
H  -0.924  -0.885  0.797  0.53
O  1.493  -0.075  -0.345  -0.43
O  0.620  -0.622  1.709  -0.54
O  -0.765  1.710  1.705  -0.60
O  -1.604  -0.434  0.240  -0.64

E_tot	-497.46136	Ha
lowest unoccupied orbital energy	0.6941	eV
relative energy (zero: lowest compared OMol25 entry of this formula, charge and spin)	1.279	eV
HOMO level	-0.36941	Eh
SMILES	C[C@@H]1O[C@H](O)[C@H](O)[C@@H]1O
strongest force on any atom	1.857	eV Å⁻¹
Kohn-Sham gap	10.746	eV

---

Entry 3:
Entry from the OMol25 dataset: a gas-phase ion, C15H10BCl4F3NO5S (charge -1) at a distorted geometry (wB97M-V/def2-TZVPD).

Last column: Mulliken charge in e.
Cartesian coordinates (Å):
Cl  3.460  2.675  -2.753  -0.38
B  2.747  0.919  -2.548  0.69
Cl  1.697  0.478  -4.077  -0.35
Cl  4.100  -0.372  -2.429  -0.35
O  1.939  0.982  -1.397  -0.45
C  0.969  0.082  -0.963  -0.24
C  -0.304  0.342  -1.791  -0.02
C  -1.121  -0.736  -2.105  -0.17
C  -2.308  -0.521  -2.816  -0.89
C  -2.632  0.776  -3.237  0.43
Cl  -4.102  1.047  -4.080  -0.24
C  -1.781  1.860  -2.961  -0.86
C  -0.607  1.638  -2.238  -0.10
H  1.300  -0.969  -1.102  0.38
H  -0.808  -1.729  -1.784  0.42
H  -2.951  -1.359  -3.059  0.40
H  -2.021  2.852  -3.331  0.39
H  0.088  2.460  -2.045  0.44
F  4.174  2.294  1.980  -0.22
C  2.907  2.197  1.554  0.70
F  2.076  2.728  2.476  -0.24
F  2.758  2.867  0.402  -0.14
S  2.513  0.333  1.398  1.08
C  0.819  0.353  0.517  -0.67
C  -0.152  -0.502  1.313  0.09
C  -1.416  -0.013  1.711  -0.25
C  -2.252  -0.761  2.533  -0.57
C  -1.856  -2.045  2.917  -0.06
N  -2.816  -2.918  3.503  0.94
O  -2.481  -4.100  3.729  -0.59
O  -3.958  -2.473  3.761  -0.60
C  -0.583  -2.546  2.564  -0.79
C  0.234  -1.789  1.747  0.05
O  3.426  -0.339  0.514  -0.55
O  2.341  -0.055  2.778  -0.66
H  0.581  1.421  0.633  0.60
H  -1.698  1.002  1.423  0.43
H  -3.227  -0.379  2.835  0.44
H  -0.277  -3.519  2.937  0.45
H  1.223  -2.183  1.490  0.48

E_tot	-3572.12474	Ha
lowest unoccupied orbital energy	0.7394	eV
HOMO level	-0.23133	Eh
total charge	-1
strongest force on any atom	3.057	eV Å⁻¹
Kohn-Sham gap	7.034	eV

---

Entry 4:
Entry from the OMol25 dataset: 3 unconnected molecules or ions with the total composition C4H13NOS2 at a distorted geometry (wB97M-V/def2-TZVPD).

Last column: Mulliken charge in e.
Cartesian coordinates (Å):
N  -0.075  1.384  -2.395  -0.56
C  -0.070  1.357  -0.916  0.85
C  1.160  0.609  -0.415  -1.64
C  -1.377  0.855  -0.356  -0.72
S  -1.508  -0.908  -1.139  -0.12
S  0.379  0.811  2.569  -0.05
C  -0.135  -0.910  2.527  -0.37
H  0.425  2.192  -2.765  0.23
H  -0.978  1.123  -2.825  0.15
H  0.047  2.423  -0.575  0.27
H  0.922  -0.081  0.279  0.15
H  1.702  1.376  0.076  0.39
H  1.403  -0.012  -1.218  0.59
H  -2.367  1.428  -0.526  0.28
H  -1.359  0.640  0.753  0.09
H  0.800  -1.495  2.493  0.27
H  -0.812  -1.508  3.182  0.36
H  -0.592  -1.054  1.534  -0.04
H  0.981  -3.540  0.010  0.28
H  0.329  -2.124  -0.373  0.19
O  1.125  -2.568  0.081  -0.60

E_tot	-1086.34705	Ha
lowest unoccupied orbital energy	-4.1695	eV
relative energy (zero: lowest compared OMol25 entry of this formula, charge and spin)	6.374	eV
HOMO level	-0.30733	Eh
strongest force on any atom	3.608	eV Å⁻¹
Kohn-Sham gap	4.193	eV

---

Entry 5:
Entry from the OMol25 dataset: a molecular structure, C19H10BrF5N3ORhS (wB97M-V/def2-TZVPD).

Last column: Mulliken charge in e.
Cartesian coordinates (Å):
Rh  -0.219  -0.681  -0.111  0.75
Br  6.643  2.179  -0.151  -0.22
C  5.059  1.144  -0.205  -0.27
C  5.152  -0.252  -0.411  -0.34
C  4.022  -1.008  -0.450  -0.81
C  2.719  -0.445  -0.291  0.46
O  1.716  -1.233  -0.321  -0.63
C  2.643  0.978  -0.086  0.12
C  1.440  1.711  0.074  0.38
N  0.225  1.249  0.060  -0.30
C  -0.895  2.101  0.188  0.20
C  -0.899  3.474  0.230  -0.69
C  -2.100  4.188  0.367  -0.98
C  -3.301  3.544  0.461  -0.88
C  -3.339  2.135  0.407  1.14
C  -4.537  1.387  0.498  -0.57
C  -4.476  0.028  0.440  -0.95
C  -3.231  -0.601  0.273  -0.07
N  -2.100  0.057  0.173  -0.16
C  -2.133  1.424  0.256  0.54
C  3.849  1.732  -0.048  -0.57
H  6.123  -0.712  -0.535  0.42
H  4.067  -2.080  -0.599  0.44
H  1.576  2.781  0.223  0.14
H  0.021  4.036  0.154  0.30
H  -2.063  5.269  0.397  0.38
H  -4.226  4.093  0.571  0.40
H  -5.480  1.906  0.614  0.43
H  -5.362  -0.586  0.510  0.39
H  -3.169  -1.679  0.213  0.48
H  3.784  2.802  0.109  0.42
F  -0.391  -3.707  1.726  -0.28
C  -0.492  -3.902  0.411  0.38
F  -1.525  -4.753  0.201  -0.31
C  0.808  -4.594  -0.096  0.79
F  0.700  -5.921  0.059  -0.27
F  1.880  -4.186  0.563  -0.23
F  0.978  -4.337  -1.396  -0.25
S  -1.677  -2.495  -2.841  -0.31
C  -1.042  -2.382  -1.404  0.60
N  -0.745  -2.666  -0.230  -0.04

E_tot	-4551.68256	Ha
lowest unoccupied orbital energy	-1.0509	eV
relative energy (zero: lowest compared OMol25 entry of this formula, charge and spin)	0.769	eV
HOMO level	-0.28048	Eh
strongest force on any atom	0.750	eV Å⁻¹
Kohn-Sham gap	6.581	eV

---

- The highest HOMO level belongs to which entry?
  C15H10BCl4F3NO5S

---

- Look up the HOMO level of the fourth one.
  -0.30733 Eh

---

- Which of these has the highest Kohn-Sham gap?
  C5H10O4